No. 1
Molecular formula: C28H28FMoN2O2
Method: DFT, ωB97M-V/def2-TZVPD

LUMO level (spin up / spin down) ... -4.982 / -4.984 eV
HOMO (spin up / spin down) ... -11.45 / -11.45 eV
Total charge ... +1

Last column: Löwdin charge in e.
Geometry (Å):
1 Mo 0.52034 0.63126 0.27246  1.68
2 C -2.93662 0.32688 4.24933  -0.04
3 C -1.99270 1.09384 3.31833  -0.37
4 C -2.50698 2.52026 3.08328  -0.04
5 C -0.57529 1.11543 3.86664  -0.14
6 C -0.31608 1.78792 5.05528  -0.02
7 C 0.96012 1.83357 5.58423  -0.04
8 C 2.00360 1.21098 4.91952  -0.02
9 C 1.79980 0.52081 3.72876  -0.14
10 C 3.01852 -0.08751 3.05148  -0.35
11 C 3.48036 0.74096 1.84762  -0.04
12 C 2.90718 -1.57463 2.69840  -0.04
13 C 0.49486 0.47935 3.21860  -0.19
14 N 0.22868 -0.19161 1.97356  -0.12
15 C -0.42630 -1.43466 2.04949  -0.23
16 C -0.63314 -2.19246 3.19882  0.00
17 C -1.28664 -3.41238 3.10537  -0.05
18 C -1.74037 -3.89942 1.88749  -0.05
19 C -1.54252 -3.16536 0.72241  0.02
20 C -0.89558 -1.97329 0.86792  -0.16
21 F -0.64102 -1.16183 -0.25053  -0.05
22 H -3.93494 0.27128 3.81332  0.09
23 H -3.01921 0.82883 5.21525  0.08
24 H -2.58414 -0.68998 4.42407  0.07
25 H -1.99543 0.59079 2.35171  0.10
26 H -2.58850 3.07100 4.02105  0.08
27 H -3.49849 2.49248 2.62831  0.09
28 H -1.83911 3.07748 2.42314  0.07
29 H -1.12938 2.27895 5.57522  0.12
30 H 1.14541 2.35401 6.51452  0.11
31 H 3.00299 1.25251 5.33530  0.12
32 H 3.81618 -0.00643 3.79216  0.13
33 H 2.89614 0.53386 0.93999  0.03
34 H 4.50300 0.47480 1.57696  0.10
35 H 3.45552 1.81151 2.05751  0.09
36 H 2.25878 -1.75097 1.84040  0.06
37 H 2.52977 -2.15174 3.54287  0.09
38 H 3.89245 -1.96507 2.44084  0.09
39 H -0.27783 -1.82159 4.15148  0.13
40 H -1.44284 -3.99642 4.00227  0.12
41 H -2.24467 -4.85398 1.83687  0.12
42 H -1.86972 -3.51304 -0.24742  0.13
43 O 1.34148 1.30595 -1.79898  -0.13
44 N 2.02040 0.28851 -1.91443  -0.11
45 O 1.86122 -0.47098 -0.88521  -0.27
46 C 0.48924 5.47877 0.17400  -0.04
47 C 1.15031 4.37487 0.75247  -0.04
48 C 0.60403 3.12868 0.65325  -0.12
49 C -0.62308 2.92084 -0.04484  -0.22
50 C -1.15911 1.61332 -0.21118  -0.24
51 C -2.36290 1.42769 -0.84229  -0.06
52 C -3.06399 2.53882 -1.33361  -0.04
53 C -2.53325 3.80283 -1.23511  0.01
54 C -1.29459 4.03324 -0.59966  -0.15
55 C -0.70410 5.31580 -0.47035  0.01
56 H 0.92634 6.46356 0.26338  0.12
57 H 2.07236 4.52246 1.29863  0.12
58 H 1.06419 2.38466 1.33625  0.08
59 H -2.76362 0.43206 -0.98905  0.11
60 H -4.01579 2.39147 -1.82558  0.12
61 H -3.06740 4.64648 -1.65449  0.13
62 H -1.21857 6.17032 -0.89192  0.13

Forces on atoms 1 to 6 (eV/Å):
0.85 0.54 -0.70
0.04 0.04 -0.01
-0.06 0.15 0.08
0.03 -0.08 -0.03
-0.07 -0.12 -0.13
0.00 0.00 0.03

=====

No. 2
Molecular formula: C28H28N4O6
Method: DFT, ωB97M-V/def2-TZVPD

ΔE to the lowest compared entry with this formula, charge and spin ... 8.164 eV
LUMO level ... -2.965 eV
HOMO ... -6.56 eV

Last column: Löwdin charge in e.
Geometry (Å):
1 C -3.67718 -0.02129 -4.24405  0.00
2 N -2.48989 -0.27294 -3.46213  -0.04
3 C -1.44514 -1.00628 -3.94249  -0.36
4 O -1.41215 -1.56655 -5.03504  0.10
5 C -0.36489 -1.00577 -2.85847  -0.15
6 C 0.93112 -0.32857 -3.31393  -0.08
7 C 1.57447 -1.05422 -4.47372  -0.24
8 C 1.79445 -0.38508 -5.68134  -0.04
9 C 2.28361 -1.08878 -6.78276  -0.07
10 C 2.59778 -2.44860 -6.66009  -0.08
11 C 2.42054 -3.10356 -5.43478  -0.07
12 C 1.91875 -2.40193 -4.33575  -0.04
13 N -1.02761 -0.31523 -1.74751  0.05
14 C -0.40288 -0.13896 -0.56743  0.05
15 C -0.96761 0.53936 0.50229  -0.05
16 C -0.38527 0.73408 1.74483  0.08
17 C -1.03424 1.45018 2.79853  -0.15
18 C -0.37995 1.66078 4.05591  0.04
19 C -0.99436 2.30975 5.11015  0.05
20 C -2.30119 2.82596 4.94580  -0.14
21 N -2.94368 3.53121 5.99354  -0.31
22 O -4.09474 3.98155 5.77448  0.06
23 O -2.35489 3.68358 7.08671  0.08
24 C -2.97619 2.65914 3.72426  0.02
25 C -2.36131 1.99201 2.67498  0.01
26 C -2.36446 0.19852 -2.09263  -0.46
27 C -2.44435 1.73200 -2.06924  0.01
28 C -3.49637 -0.38972 -1.23640  0.01
29 H -3.54157 -0.44440 -5.24259  0.10
30 H -4.55406 -0.47853 -3.76598  0.10
31 H -3.85300 1.05988 -4.32246  0.10
32 H -0.14906 -2.05441 -2.58273  0.17
33 H 0.70363 0.71403 -3.59213  0.13
34 H 1.61670 -0.30520 -2.45138  0.13
35 H 1.53668 0.67532 -5.74960  0.11
36 H 2.40742 -0.57244 -7.73590  0.11
37 H 2.98097 -2.99878 -7.52005  0.10
38 H 2.65951 -4.16250 -5.32941  0.11
39 H 1.76050 -2.89859 -3.37436  0.12
40 H 0.59999 -0.57284 -0.48587  0.17
41 H -1.95486 0.95764 0.34029  0.05
42 H 0.59771 0.31754 1.92128  0.09
43 H 0.64118 1.29094 4.16599  0.11
44 H -0.50256 2.44431 6.06876  0.13
45 H -3.98167 3.06570 3.63274  0.12
46 H -2.92474 1.88948 1.74801  0.10
47 H -1.75572 2.15282 -2.81436  0.11
48 H -3.47454 2.02190 -2.31159  0.09
49 H -2.19101 2.13695 -1.08720  0.08
50 H -3.57671 -1.47041 -1.41388  0.11
51 H -3.33521 -0.21741 -0.17031  0.08
52 H -4.43485 0.09784 -1.53015  0.09
53 O 2.21980 0.07890 2.79808  -0.11
54 C 2.71249 -0.55088 3.76168  -0.40
55 C 4.16374 -0.58222 3.98055  -0.11
56 N 4.98720 0.13040 3.04546  -0.33
57 O 4.50317 1.04861 2.36086  0.04
58 O 6.19598 -0.20498 2.96639  -0.01
59 C 4.75859 -1.30661 5.00339  -0.04
60 C 3.96664 -2.01483 5.90300  -0.12
61 C 2.56360 -2.00380 5.75241  -0.11
62 C 1.95138 -1.30448 4.72751  -0.05
63 H 5.84727 -1.28008 5.05682  0.11
64 H 4.44048 -2.57179 6.71530  0.09
65 H 1.94345 -2.55714 6.45606  0.09
66 H 0.86912 -1.30058 4.60164  0.09

Forces on atoms 1 to 6 (eV/Å):
-0.40 0.18 0.08
0.33 -0.22 -0.26
-0.28 -0.62 -1.00
0.17 0.85 1.57
-0.03 -0.77 -0.43
0.16 0.36 0.14

=====

No. 3
Molecular formula: C28H28N6O4S
Method: DFT, ωB97M-V/def2-TZVPD

ΔE to the lowest compared entry with this formula, charge and spin ... 0.186 eV
LUMO level ... -0.187 eV
HOMO ... -8.22 eV

Last column: Löwdin charge in e.
Geometry (Å):
1 C -3.91318 1.01230 -5.27916  -0.05
2 C -2.98614 0.72985 -4.13837  -0.27
3 C -2.36704 -0.50548 -4.00329  -0.03
4 C -1.50169 -0.75734 -2.95506  -0.03
5 C -1.23710 0.23601 -2.02150  -0.31
6 C -1.86280 1.47350 -2.13852  -0.04
7 C -2.72295 1.71354 -3.19036  -0.03
8 H -3.20693 2.67542 -3.27438  0.12
9 H -1.66745 2.23735 -1.40011  0.13
10 N -0.37700 -0.01700 -0.92545  0.03
11 C 0.74274 0.71500 -0.68629  -0.42
12 O 1.29701 0.71334 0.41952  0.04
13 C 1.33640 1.45254 -1.78330  -0.30
14 C 2.50650 2.21129 -1.65395  -0.27
15 N 3.16340 2.47348 -0.52113  0.18
16 H 2.88753 1.96599 0.30668  0.09
17 H 4.04112 2.96834 -0.60372  0.09
18 C 2.89707 2.71040 -2.93813  -0.26
19 N 2.11798 2.35920 -3.93846  -0.26
20 S 0.87610 1.44083 -3.46015  1.11
21 C 4.10427 3.53349 -3.15143  -0.49
22 O 4.86222 3.83355 -2.24255  0.05
23 N 4.28997 3.91223 -4.43031  0.18
24 H 3.63253 3.61856 -5.13197  0.09
25 H 5.09223 4.46640 -4.67633  0.12
26 C -0.86651 -0.97736 0.06540  -0.11
27 C 0.25895 -1.82323 0.61867  -0.15
28 C 1.24411 -2.27135 -0.22553  0.02
29 C 2.29513 -3.07496 0.24946  -0.14
30 C 3.34246 -3.54356 -0.57112  -0.02
31 C 4.32357 -4.32134 -0.02066  -0.06
32 C 4.24910 -4.62677 1.35138  -0.15
33 N 3.29896 -4.21340 2.14023  0.11
34 C 2.32018 -3.44420 1.62259  -0.23
35 C 1.28381 -2.99235 2.46393  0.02
36 C 0.28059 -2.20333 1.97514  0.00
37 H -0.50213 -1.86726 2.63811  0.10
38 H 1.30785 -3.28340 3.50196  0.12
39 H 5.01208 -5.24123 1.81346  0.10
40 H 5.14283 -4.69883 -0.61342  0.10
41 H 3.35487 -3.27928 -1.62031  0.11
42 H 1.23872 -2.00098 -1.27378  0.12
43 H -1.56564 -1.63648 -0.46599  0.16
44 C -1.71523 -0.25947 1.13512  -0.45
45 O -2.90880 -0.46822 1.23422  0.07
46 N -1.03569 0.64239 1.85753  0.10
47 H -0.02767 0.69066 1.72986  0.12
48 C -1.64129 1.33173 2.96628  -0.10
49 H -2.72088 1.31998 2.79892  0.13
50 H -1.28312 2.36373 2.99651  0.13
51 C -1.31811 0.63626 4.30840  -0.32
52 C -2.20447 1.17803 5.43657  -0.12
53 H -1.71056 1.02257 6.39539  0.11
54 C -3.45908 0.30058 5.32632  -0.14
55 H -4.26283 0.82527 4.81217  0.11
56 C -2.99023 -0.91362 4.49944  -0.18
57 H -3.10561 -1.86095 5.03007  0.12
58 O -1.60215 -0.74177 4.26125  -0.12
59 H -3.52260 -0.97589 3.54271  0.11
60 H -3.82214 -0.00097 6.30666  0.10
61 H -2.41769 2.23800 5.31806  0.11
62 H -0.24651 0.72598 4.51326  0.15
63 H -1.02637 -1.72271 -2.86163  0.12
64 H -2.56325 -1.28348 -4.72634  0.11
65 H -3.45052 1.71706 -5.96980  0.09
66 H -4.83798 1.45871 -4.91873  0.08
67 H -4.15091 0.10269 -5.82403  0.08

Forces on atoms 1 to 6 (eV/Å):
0.02 0.03 -0.03
0.04 0.03 0.04
0.00 0.00 0.01
0.08 0.11 0.13
-0.37 0.16 -0.28
-0.07 -0.18 0.10

=====

No. 4
Molecular formula: C28H29AlF42O6PS
Method: DFT, ωB97M-V/def2-TZVPD

LUMO level ... 1.916 eV
HOMO ... -3.89 eV
Total charge ... -1

Last column: Löwdin charge in e.
Geometry (Å):
1 C -4.12056 -0.89285 -0.69167  -0.39
2 P -2.26669 -0.79512 -0.86696  0.73
3 C -1.91604 -2.16242 -2.08773  -0.40
4 Al -1.33378 -1.60505 1.15648  0.09
5 O -1.76808 -0.45366 2.45238  -0.22
6 C -2.19868 -3.39292 1.56533  -0.20
7 C -1.80798 -3.99637 2.93432  -0.16
8 C -0.74573 -5.04921 2.83323  -0.47
9 F 0.41987 -4.57763 2.34880  0.12
10 F -1.17579 -5.98487 1.92781  0.10
11 C -0.52046 -5.89208 4.12558  -0.42
12 F -0.02787 -7.09807 3.79173  0.12
13 F -1.69282 -6.12104 4.73702  0.12
14 S 0.68379 -5.13744 5.39044  0.76
15 F -0.45443 -4.95219 6.47096  -0.13
16 F 0.43381 -3.68554 4.87457  -0.10
17 F 1.88079 -5.35165 4.40131  -0.11
18 F 0.95566 -6.58268 6.00133  -0.14
19 F 1.70943 -4.55037 6.43978  -0.14
20 C 0.66923 -1.79368 0.79793  -0.13
21 C 1.59062 -1.53040 1.91940  -0.50
22 O 2.70181 -2.03390 2.06183  0.07
23 F 1.17798 -0.65715 2.87544  0.07
24 H -4.45768 -0.19433 0.06134  0.01
25 H -4.40870 -1.90129 -0.39567  0.01
26 H -4.57570 -0.70091 -1.65738  0.01
27 H -2.12302 -1.86397 -3.10907  0.01
28 H -2.55593 -3.01361 -1.85246  0.01
29 H -0.89425 -2.51373 -2.00660  0.00
30 H -1.66048 -0.83130 3.32818  -0.01
31 H -3.26987 -3.21653 1.57678  0.05
32 H -2.01211 -4.05723 0.72486  0.05
33 H -2.68593 -4.39625 3.42653  0.12
34 H -1.46257 -3.18294 3.56585  0.10
35 H 0.90145 -1.05786 0.02814  0.05
36 H 0.94020 -2.76058 0.40092  0.06
37 C 2.95232 0.62684 -5.04156  -0.04
38 C 2.05465 1.06825 -3.87144  -0.43
39 C 1.42281 -0.01406 -2.99382  -0.31
40 F 0.57882 -0.78490 -3.70475  0.09
41 F 0.72156 0.57773 -2.00945  0.08
42 F 1.10081 1.90907 -4.33823  0.13
43 F 2.85736 1.80405 -3.04779  0.10
44 O 2.37697 0.61601 -6.34518  0.02
45 C 1.72124 -0.48595 -6.85219  -0.54
46 C 0.26900 -0.15315 -7.20470  -0.29
47 F -0.40977 0.22755 -6.11048  0.11
48 F -0.32680 -1.25562 -7.71384  0.10
49 F 1.81219 -1.54910 -6.04098  0.16
50 F 2.34572 -0.81969 -8.00748  0.14
51 H 3.71720 1.38637 -5.10125  0.12
52 H 3.48219 -0.30029 -4.82632  0.15
53 H 2.19217 -0.64693 -2.53914  0.18
54 H 0.23304 0.65186 -7.94294  0.17
55 C 2.47387 3.98197 -6.70783  -0.03
56 C 3.99801 3.96279 -6.93948  -0.42
57 C 4.84898 4.98832 -6.18647  -0.30
58 F 4.54916 6.24805 -6.55087  0.10
59 F 6.15501 4.78033 -6.48506  0.09
60 F 4.25458 4.02400 -8.26193  0.14
61 F 4.44074 2.74008 -6.50722  0.09
62 O 1.66523 4.61542 -7.69458  0.05
63 C 1.35624 5.95496 -7.64572  -0.54
64 C 1.85684 6.68336 -8.89518  -0.29
65 F 3.19754 6.60163 -8.99074  0.10
66 F 1.52111 7.99206 -8.81514  0.10
67 F 1.79075 6.54120 -6.51714  0.16
68 F 0.00757 6.05437 -7.64463  0.14
69 H 2.17381 2.93839 -6.76466  0.13
70 H 2.21638 4.30542 -5.69968  0.15
71 H 4.71995 4.88272 -5.10573  0.17
72 H 1.41062 6.24887 -9.79177  0.17
73 C -8.35920 3.52710 2.99766  -0.05
74 C -8.44280 3.58737 1.45941  -0.44
75 C -8.62651 2.27304 0.69498  -0.31
76 F -7.57947 1.45099 0.85914  0.11
77 F -8.72930 2.54921 -0.62758  0.09
78 F -7.37981 4.25886 0.97576  0.14
79 F -9.55115 4.33667 1.17380  0.09
80 O -7.07646 3.59311 3.59963  0.04
81 C -6.32702 2.45884 3.85076  -0.53
82 C -4.98321 2.49594 3.11947  -0.29
83 F -5.17703 2.54835 1.78687  0.10
84 F -4.29437 1.38027 3.40899  0.12
85 F -7.01605 1.33456 3.58600  0.15
86 F -6.06627 2.45029 5.17870  0.14
87 H -8.84576 4.44294 3.33056  0.14
88 H -8.95677 2.71140 3.40415  0.14
89 H -9.54084 1.76316 1.01298  0.17
90 H -4.40452 3.37136 3.42383  0.18
91 C 4.07150 -2.93582 6.77746  -0.05
92 C 5.57087 -3.24606 6.59641  -0.44
93 C 6.57908 -2.40092 7.37927  -0.31
94 F 6.54657 -1.10851 7.01261  0.10
95 F 7.83165 -2.86080 7.12782  0.09
96 F 5.88456 -3.23766 5.28697  0.14
97 F 5.74984 -4.52687 7.04186  0.10
98 O 3.42288 -2.16644 5.78164  0.05
99 C 3.37241 -0.78892 5.83204  -0.53
100 C 4.03023 -0.16437 4.60135  -0.27
101 F 5.33798 -0.50300 4.54082  0.09
102 F 3.95847 1.18817 4.69063  0.09
103 F 3.89224 -0.30857 6.98496  0.14
104 F 2.07158 -0.43869 5.82181  0.15
105 H 3.58347 -3.90641 6.70751  0.12
106 H 3.85430 -2.56853 7.78096  0.15
107 H 6.39596 -2.47537 8.45486  0.17
108 H 3.53557 -0.49980 3.69056  0.14

Forces on atoms 1 to 6 (eV/Å):
0.63 -0.85 -0.16
0.37 0.85 -0.19
-0.66 -0.19 0.54
-0.76 0.00 0.09
0.20 -0.45 -0.35
0.63 0.46 0.01

=====

Number 1: calculated total energy -1511.4640 Eh, largest force on an atom 0.02388 hartree/bohr. Number 2: calculated total energy -1753.9767 Eh, largest force on an atom 0.07670 hartree/bohr. Number 3: calculated total energy -2111.5736 Eh, largest force on an atom 0.01608 hartree/bohr. Number 4: calculated total energy -6712.2649 Eh, largest force on an atom 0.05664 hartree/bohr.